1.
{"formula": "C4H5NOS2", "method": "the ωB97M-V functional and the def2-TZVPD basis", "elements": ["S", "C", "C", "O", "C", "N", "S", "C", "H", "H", "H", "H", "H"], "xyz": [[2.8845, -0.3455, -0.3853], [1.1055, -0.2357, -0.5536], [0.2543, 0.5676, 0.3584], [-0.7765, 1.3815, -0.1510], [-2.0154, 0.8647, -0.3452], [-2.4220, -0.3412, -0.3897], [-1.3736, -1.6612, -0.2052], [0.1389, -0.9206, 0.3745], [2.8736, -0.3925, 0.9666], [0.8110, -0.2392, -1.6116], [0.7169, 1.0783, 1.1888], [-2.7345, 1.6689, -0.5085], [0.5373, -1.4252, 1.2617]], "forces_ev_per_a": [[-0.143, 0.000, 0.419], [-0.017, -0.120, -0.742], [-0.254, 0.466, -0.087], [-0.067, -0.266, -0.048], [-0.490, -0.545, -0.094], [0.591, 0.681, 0.109], [-0.054, 0.328, -0.063], [0.056, -0.525, 0.511], [0.078, 0.005, -0.306], [0.087, 0.035, 0.480], [0.108, -0.101, 0.139], [0.178, -0.179, 0.028], [-0.073, 0.219, -0.346]], "gap_ev": 9.284, "smiles": "S[C@@H]1[C@H]2OC=NS[C@@H]12", "e_tot_ha": -1081.72311, "charge": 0}


2.
{"formula": "C4H5NOS2", "method": "the ωB97M-V functional and the def2-TZVPD basis", "elements": ["C", "C", "C", "C", "N", "O", "S", "S", "H", "H", "H", "H", "H"], "xyz": [[-1.4462, 0.2834, 0.5705], [-1.5124, -1.0804, -0.0906], [2.0954, 0.7186, -1.0353], [0.8317, -0.3385, 0.6425], [-0.1622, 0.5512, 0.9520], [-2.3868, 1.0069, 0.7660], [0.1648, -1.7770, -0.0865], [2.5176, 0.1998, 0.5484], [-2.1713, -1.7302, 0.4859], [-1.8979, -1.0036, -1.1095], [2.2654, 0.0527, -1.8582], [1.6295, 1.6769, -1.1601], [0.0726, 1.4403, 1.3748]], "forces_ev_per_a": [[-0.269, -0.246, -0.026], [0.026, -0.343, -0.220], [0.024, -0.333, 0.915], [0.689, 0.556, -1.302], [0.227, 0.336, 0.548], [-0.118, 0.122, -0.038], [0.021, -0.106, 0.385], [-0.241, -0.189, -0.019], [-0.030, 0.117, -0.047], [-0.011, 0.136, 0.116], [-0.087, -0.121, -0.220], [-0.138, 0.175, -0.103], [-0.095, -0.103, 0.009]], "gap_ev": [7.844, 6.967], "e_tot_ha": -1081.70610, "charge": 0}


3.
{"formula": "C4H5NS", "method": "the ωB97M-V functional and the def2-TZVPD basis", "elements": ["S", "C", "C", "C", "N", "C", "H", "H", "H", "H", "H"], "xyz": [[2.2714, 0.5051, -0.0834], [0.9480, -0.8194, -0.0498], [-0.3182, -0.2702, -0.4831], [-0.9035, 1.1128, -0.7231], [-2.1707, 1.0301, -0.3034], [-1.5784, 0.1146, 0.5153], [1.5733, 1.5156, 0.5634], [1.2148, -1.5442, -0.8473], [1.0155, -1.1779, 1.0329], [-0.7626, -0.8859, -1.1981], [-1.2896, 0.4195, 1.5764]], "forces_ev_per_a": [[-0.333, 0.347, 0.220], [2.589, 0.810, 1.142], [-4.265, 0.893, 2.586], [-0.470, 0.184, -0.184], [0.899, 0.448, -0.420], [3.185, -0.314, 0.091], [0.359, -0.955, -0.523], [0.404, 0.127, 1.139], [-0.613, -0.064, -1.810], [-0.915, -0.737, -1.215], [-0.840, -0.738, -1.027]], "gap_ev": [8.920, 8.921], "smiles": "SC[C@@H]1C2=N[C@H]21", "e_tot_ha": -608.16115, "charge": 0}


4.
{"formula": "C4H5NS", "method": "the ωB97M-V functional and the def2-TZVPD basis", "elements": ["C", "C", "C", "C", "N", "S", "H", "H", "H", "H", "H"], "xyz": [[0.1266, 0.4123, -0.0075], [1.4525, 0.4891, -0.1204], [2.6932, 0.5721, -0.4140], [-2.4691, -0.9862, 0.4276], [-0.7364, 0.3572, -1.0436], [-2.2495, -0.0098, -0.8599], [-0.2957, 0.2843, 0.9837], [3.3418, 1.3644, -0.5458], [3.3359, -0.3222, -0.4841], [-3.4351, -1.0381, 0.7933], [-1.7641, -1.1231, 1.2707]], "forces_ev_per_a": [[1.681, -0.731, 1.413], [-2.278, 0.334, -0.440], [1.385, -2.506, 0.195], [1.387, 1.064, 0.783], [-1.706, 0.848, -1.815], [1.754, -0.985, 0.573], [0.134, 0.247, 0.347], [0.478, 2.369, -0.158], [-0.703, -0.143, 0.043], [-2.173, -0.390, 0.156], [0.042, -0.107, -1.098]], "gap_ev": [7.298, 7.305], "e_tot_ha": -608.19490, "charge": 0}


5.
{"formula": "C4H5NS", "method": "the ωB97M-V functional and the def2-TZVPD basis", "elements": ["C", "S", "N", "C", "C", "C", "H", "H", "H", "H", "H"], "xyz": [[-1.8606, 1.3952, -0.2456], [-0.2389, 1.9392, -0.5414], [0.0689, 3.0032, -1.4967], [0.8176, 0.4215, -0.3744], [1.9916, -0.1299, -0.3758], [0.8831, -1.0266, 0.0744], [-1.9507, 0.7182, 0.6099], [-2.6413, 2.1732, -0.2040], [3.0139, -0.0672, -0.2694], [0.7559, -1.9452, -0.5906], [0.5127, -1.0952, 1.1477]], "forces_ev_per_a": [[1.084, 0.197, 0.995], [-1.607, -1.442, -0.463], [0.686, 0.286, 0.112], [-0.605, 0.003, -0.948], [-1.824, 0.868, 1.336], [-1.213, -0.840, 0.317], [0.323, -0.131, -0.362], [0.741, -0.122, -0.461], [1.923, 0.364, -0.257], [-0.676, 1.433, 0.903], [1.167, -0.616, -1.171]], "gap_ev": [8.199, 7.698], "smiles": "C=S(#N)C1=CC1", "e_tot_ha": -608.05805, "charge": 0}


6.
{"formula": "C4H5NS", "method": "the ωB97M-V functional and the def2-TZVPD basis", "elements": ["C", "C", "C", "S", "N", "C", "H", "H", "H", "H", "H"], "xyz": [[-2.3622, -1.6483, 0.6992], [-1.6450, -0.9914, -0.1549], [-1.1406, 0.2891, -0.5134], [0.6362, 0.3084, -1.2086], [1.3910, 0.5427, 0.3272], [2.7288, 0.4771, 0.2806], [-3.4284, -2.0667, 1.2940], [-1.6835, 0.7792, -1.4009], [-1.0177, 1.0548, 0.2043], [3.3685, 0.5491, -0.7584], [3.1529, 0.7062, 1.2311]], "forces_ev_per_a": [[-0.373, 1.940, -2.555], [-4.825, -3.394, 5.876], [1.815, 1.224, -4.181], [-0.847, 0.049, 1.092], [3.867, -1.003, -1.349], [-3.074, 1.505, -2.406], [4.187, 1.121, -2.249], [0.359, -0.986, 1.314], [-0.380, 0.323, 1.322], [-1.553, -0.632, 2.722], [0.824, -0.146, 0.412]], "gap_ev": 9.366, "smiles": "C#CCSN=C", "e_tot_ha": -608.16436, "charge": 0}


7.
{"formula": "C4H5NS2", "method": "the ωB97M-V functional and the def2-TZVPD basis", "elements": ["C", "C", "C", "C", "N", "S", "S", "H", "H", "H", "H", "H"], "xyz": [[0.9887, -0.4573, -0.6027], [0.2651, -1.5892, -0.7794], [-0.5201, 1.1240, 0.5767], [0.8077, 0.4452, 0.5920], [-1.5312, 0.5946, 0.1203], [-2.9946, 0.7905, -0.3556], [-0.7937, -2.1714, 0.4174], [1.4143, 0.0668, -1.4580], [0.2253, -2.0078, -1.7618], [-0.4144, 2.1323, 0.7989], [0.9146, -0.0148, 1.6338], [1.6382, 1.0870, 0.8184]], "forces_ev_per_a": [[-0.468, 0.860, 0.524], [0.043, 0.433, 0.445], [2.149, -0.311, -0.357], [0.856, -1.993, 2.222], [-0.770, -0.652, -0.260], [-1.296, 0.154, -0.250], [0.165, -0.181, -0.081], [0.273, -0.479, -0.006], [0.109, -0.447, -0.456], [-0.625, 2.111, 0.659], [-0.710, -0.694, -1.328], [0.274, 1.199, -1.112]], "gap_ev": [6.614, 7.420], "e_tot_ha": -1006.40850, "charge": 0}


8.
{"formula": "C4H5NS2", "method": "the ωB97M-V functional and the def2-TZVPD basis", "elements": ["C", "C", "C", "C", "N", "S", "S", "H", "H", "H", "H", "H"], "xyz": [[-1.2317, 1.4465, -0.1027], [-1.6213, 0.1833, -0.0106], [-1.8359, -1.0890, 0.1411], [1.6482, -0.2799, -0.2968], [0.0105, 1.8873, -0.0763], [1.3772, 1.2834, 0.1444], [2.9419, -1.2969, 0.0386], [-1.9326, 2.2386, 0.0109], [-1.6174, -1.4632, 1.1722], [-2.4066, -1.7932, -0.5848], [0.7943, -0.7594, -0.7182], [3.8734, -0.3574, 0.2823]], "forces_ev_per_a": [[-1.903, -1.746, 0.614], [0.293, 0.106, -0.797], [-1.247, -1.359, 0.384], [-1.747, 1.349, 0.173], [1.643, 1.907, -0.581], [1.968, -0.658, 0.125], [1.342, -0.669, 0.150], [-0.827, 0.386, 0.015], [-0.515, -0.104, -0.920], [1.459, 1.308, 1.081], [-0.423, -0.506, -0.306], [-0.043, -0.015, 0.061]], "gap_ev": 7.182, "e_tot_ha": -1006.38007, "charge": 0}


9.
{"formula": "C4H5NS2", "method": "the ωB97M-V functional and the def2-TZVPD basis", "elements": ["C", "C", "N", "C", "S", "C", "S", "H", "H", "H", "H", "H"], "xyz": [[1.9225, 0.1063, -0.2927], [0.8638, -0.5805, 0.1234], [-0.4851, -0.0747, 0.1235], [-0.6664, 1.2969, 0.2811], [-1.9315, 2.2326, -0.1073], [-1.4651, -1.0023, -0.1118], [-3.0962, -0.8939, -0.0600], [2.9105, -0.3376, -0.2483], [1.8126, 1.1236, -0.7170], [0.9486, -1.5809, 0.5452], [0.2088, 1.6981, 0.7633], [-1.0225, -1.9873, -0.2994]], "forces_ev_per_a": [[-0.476, 0.513, -0.266], [0.033, 0.203, 0.195], [0.344, 0.208, -0.322], [-0.480, -0.033, 0.014], [0.486, -0.361, 0.105], [-0.985, -0.713, 0.117], [0.858, 0.076, -0.080], [-0.148, 0.110, 0.059], [0.190, -0.799, 0.280], [-0.022, 0.189, -0.212], [0.257, 0.339, 0.089], [-0.057, 0.269, 0.019]], "gap_ev": 7.393, "smiles": "C=CN(C=S)C=S", "e_tot_ha": -1006.48497, "charge": 0}


10.
{"formula": "C4H5NiO5", "method": "the ωB97M-V functional and the def2-TZVPD basis", "elements": ["O", "O", "C", "C", "O", "C", "Ni", "H", "H", "H", "H", "H", "O", "C", "O"], "xyz": [[-1.1713, 0.4683, -0.9959], [-1.7773, 1.8601, 0.6759], [-0.9865, 1.1232, 0.1564], [0.3460, 0.7467, 0.7773], [0.8995, -0.3761, 0.1223], [2.1290, -0.8181, 0.6895], [0.0836, -1.0669, -1.6741], [0.1754, 0.5304, 1.8427], [1.0252, 1.6124, 0.7050], [2.4515, -1.6944, 0.1170], [2.8864, -0.0248, 0.6159], [1.9795, -1.0972, 1.7419], [-2.0385, -1.2785, -2.0200], [-2.4730, -0.2440, -1.4941], [-3.5295, 0.2590, -1.2596]], "forces_ev_per_a": [[0.857, 0.280, -0.442], [0.733, -0.342, -0.283], [-0.993, 0.229, 0.617], [0.085, 0.625, 0.457], [0.139, -0.177, 0.261], [0.370, -0.194, 0.171], [-0.838, 0.092, -0.543], [0.016, 0.050, -0.262], [-0.120, -0.236, 0.023], [-0.087, 0.261, 0.138], [-0.187, -0.191, 0.019], [0.030, 0.080, -0.246], [0.880, -0.256, -0.039], [-2.136, -0.117, 0.291], [1.254, -0.106, -0.162]], "gap_ev": [7.543, 9.427], "s2": 3.753, "spin_multiplicity": 4, "e_tot_ha": -2039.83668, "charge": 0}


11.
{"formula": "C4H5O2P", "method": "the ωB97M-V functional and the def2-TZVPD basis", "elements": ["O", "C", "C", "C", "P", "O", "C", "H", "H", "H", "H", "H"], "xyz": [[2.4356, 0.6621, -0.0678], [1.3020, 0.3132, -0.2327], [0.8721, -1.0816, -0.2038], [-0.4270, -1.3420, -0.0988], [-1.3478, 0.1772, 0.1873], [-2.6709, 0.5556, -0.4688], [0.1364, 1.2367, -0.0720], [1.4948, -1.8839, -0.1704], [-0.8604, -2.2798, -0.1947], [-1.2496, 0.0010, 1.6026], [0.3320, 1.8491, 0.7146], [-0.0173, 1.7923, -0.9957]], "forces_ev_per_a": [[0.963, 0.261, -0.552], [-0.217, -0.196, 1.728], [-1.869, 0.256, -0.376], [0.040, 2.074, -0.955], [-1.276, 0.833, -0.288], [2.461, -0.887, 1.270], [-1.446, -1.561, -2.804], [2.367, -1.858, -0.249], [-0.623, -1.684, 0.247], [-0.769, 0.444, -0.200], [0.460, 2.034, 2.148], [-0.090, 0.282, 0.031]], "gap_ev": 9.705, "smiles": "O=C1C=C[P@H](=O)C1", "e_tot_ha": -647.22868, "charge": 0}


12.
{"formula": "C4H5O2Tl", "method": "the ωB97M-V functional and the def2-TZVPD basis", "elements": ["O", "C", "C", "C", "C", "O", "Tl", "H", "H", "H", "H", "H"], "xyz": [[1.5926, 2.5266, 0.1469], [1.2490, 1.3909, 0.4611], [-0.2156, 1.1072, 0.5067], [-0.5614, -0.3442, 0.3226], [-0.4169, -1.0028, -0.8475], [-0.7023, -2.2606, -1.0861], [-0.7194, -3.9343, -0.3574], [1.8852, 0.5246, 0.1711], [-0.5534, 1.4579, 1.4976], [-0.9663, -0.8842, 1.1849], [-0.0142, -0.4488, -1.7147], [-0.5773, 1.8677, -0.2852]], "forces_ev_per_a": [[-0.104, -2.126, 1.685], [1.661, 2.091, -3.822], [-1.675, 0.424, 0.371], [-0.866, 1.611, 2.417], [0.469, -1.982, -3.564], [0.165, 11.913, -3.152], [-0.031, -10.281, 4.197], [0.441, 0.261, 1.129], [-0.256, -0.155, -0.456], [0.227, 0.110, -0.195], [-0.051, -0.265, 0.324], [0.021, -1.601, 1.066]], "gap_ev": [9.734, 5.948], "s2": 0.760, "spin_multiplicity": 2, "e_tot_ha": -477.96341, "charge": 1}